Density functional theory data (wB97M-V/def2-TZVPD) for 12 unconnected molecules or ions with the total composition C14H52N4O12 at a distorted geometry.

Bonds (Å) are listed after each position.
CARTESIAN COORDINATES (ANGSTROEM)
1 C 26.976 -4.245 -3.658  C2 1.564, H4 1.100, H5 1.112, H6 1.142
2 C 27.278 -4.341 -5.190  C1 1.564, O3 1.436, H7 1.058, H8 1.093
3 O 28.133 -5.479 -5.376  C2 1.436, H9 0.980
4 H 26.668 -3.191 -3.596  C1 1.100
5 H 27.869 -4.317 -3.000  C1 1.112
6 H 26.070 -4.882 -3.381  C1 1.142
7 H 27.770 -3.435 -5.427  C2 1.058
8 H 26.339 -4.384 -5.747  C2 1.093
9 H 28.250 -5.569 -6.345  O3 0.980
10 C 27.739 -9.175 -9.754  C11 1.554, H13 1.057, H14 1.097, H15 1.031
11 C 26.260 -8.764 -9.993  C10 1.554, O12 1.419, H16 1.124, H17 1.063
12 O 25.738 -9.874 -9.279  C11 1.419, H18 0.956
13 H 27.922 -10.074 -10.279  C10 1.057
14 H 27.845 -9.361 -8.678  C10 1.097
15 H 28.561 -8.630 -10.056  C10 1.031
16 H 25.886 -8.668 -11.049  C11 1.124
17 H 25.996 -7.929 -9.390  C11 1.063
18 H 24.803 -9.739 -9.133  O12 0.956
19 C 24.733 -5.402 -8.130  O20 1.377, N21 1.359, N22 1.312
20 O 25.855 -5.937 -7.538  C19 1.377
21 N 24.630 -4.047 -8.160  C19 1.359, H23 0.991, H24 1.041
22 N 23.785 -6.135 -8.664  C19 1.312, H25 1.062, H26 1.034
23 H 25.436 -3.517 -7.933  N21 0.991
24 H 23.794 -3.463 -8.368  N21 1.041
25 H 23.881 -7.192 -8.704  N22 1.062
26 H 22.826 -5.785 -8.830  N22 1.034
27 C 29.270 -5.313 -8.158  O28 1.456, N29 1.299, N30 1.292
28 O 30.657 -5.293 -7.717  C27 1.456
29 N 28.611 -4.283 -8.595  C27 1.299, H31 1.075, H32 0.997
30 N 28.556 -6.369 -7.947  C27 1.292, H33 1.045, H34 0.984
31 H 29.281 -3.449 -8.700  N29 1.075
32 H 27.807 -4.381 -9.176  N29 0.997
33 H 29.050 -7.165 -7.483  N30 1.045
34 H 27.577 -6.415 -8.036  N30 0.984
35 C 30.439 -5.589 -11.211  O36 1.360, H37 1.107, H38 1.100, H39 1.059
36 O 29.927 -6.831 -10.998  C35 1.360, H40 1.001
37 H 29.663 -4.846 -10.945  C35 1.107
38 H 30.602 -5.400 -12.282  C35 1.100
39 H 31.302 -5.502 -10.604  C35 1.059
40 H 29.332 -6.830 -10.193  O36 1.001
41 C 26.809 -3.541 -11.209  O42 1.422, H43 1.063, H44 1.078, H45 1.055
42 O 26.740 -4.865 -10.696  C41 1.422, H46 0.956
43 H 27.088 -3.745 -12.214  C41 1.063
44 H 27.547 -2.960 -10.679  C41 1.078
45 H 25.844 -3.120 -11.274  C41 1.055
46 H 25.847 -5.178 -10.833  O42 0.956
47 C 30.704 -8.942 -7.368  O48 1.445, H49 1.053, H50 1.101, H51 1.122
48 O 29.611 -8.453 -6.560  C47 1.445, H52 0.970
49 H 30.465 -9.650 -8.110  C47 1.053
50 H 31.483 -9.392 -6.734  C47 1.101
51 H 31.204 -8.048 -7.825  C47 1.122
52 H 29.513 -8.929 -5.720  O48 0.970
53 C 31.466 -6.223 -4.748  O54 1.447, H55 1.125, H56 1.091, H57 1.057
54 O 30.741 -6.676 -3.581  C53 1.447, H58 0.971
55 H 32.393 -5.604 -4.594  C53 1.125
56 H 30.690 -5.711 -5.319  C53 1.091
57 H 31.838 -6.978 -5.387  C53 1.057
58 H 29.961 -7.157 -3.901  O54 0.971
59 C 26.331 -9.292 -6.129  O60 1.426, H61 1.088, H62 1.095, H63 1.041
60 O 25.196 -8.464 -6.375  C59 1.426, H64 0.992
61 H 26.585 -9.282 -5.071  C59 1.088
62 H 27.084 -8.800 -6.753  C59 1.095
63 H 26.288 -10.237 -6.564  C59 1.041
64 H 25.582 -7.582 -6.612  O60 0.992
65 C 30.667 -2.527 -5.836  O66 1.440, H67 1.064, H68 0.984, H69 1.023
66 O 31.866 -3.241 -6.190  C65 1.440, H70 0.966
67 H 30.750 -1.466 -5.826  C65 1.064
68 H 30.448 -2.741 -4.901  C65 0.984
69 H 29.914 -2.904 -6.417  C65 1.023
70 H 31.745 -4.128 -6.554  O66 0.966
71 C 31.135 -2.400 -9.715  O72 1.384, H73 1.157, H74 1.083, H75 1.128
72 O 29.996 -2.154 -8.968  C71 1.384, H76 0.974
73 H 31.102 -1.602 -10.552  C71 1.157
74 H 31.076 -3.425 -10.059  C71 1.083
75 H 32.006 -2.144 -9.045  C71 1.128
76 H 29.906 -1.214 -8.730  O72 0.974
77 C 27.509 -0.951 -7.260  O78 1.465, H79 1.086, H80 1.051, H81 1.087
78 O 26.940 -2.286 -7.461  C77 1.465, H82 1.007
79 H 26.733 -0.191 -7.284  C77 1.086
80 H 28.159 -0.910 -8.085  C77 1.051
81 H 28.128 -0.738 -6.392  C77 1.087
82 H 27.676 -2.938 -7.678  O78 1.007

Results
Net charge: 0
SMILES string: NC(N)=O.NC(N)=O.CCO.CCO.CO.CO.CO.CO.CO.CO.CO.CO
HOMO level: -8.9 eV
Molar mass: 468.59 g/mol
Orbital gap: 8.76 eV

Density functional theory data (wB97M-V/def2-TZVPD) for C20H16ClNO2 in the gas phase at a distorted geometry.

Bonds (Å) are listed after each position.
CARTESIAN COORDINATES (ANGSTROEM)
1 O -1.557 -0.192 2.129  C2 1.291
2 C -1.541 -0.831 1.007  O1 1.291, N3 1.300, C19 1.586
3 N -0.628 -1.666 0.609  C2 1.300, H4 1.074, C5 1.359
4 H -0.795 -2.202 -0.307  N3 1.074
5 C 0.411 -2.231 1.280  N3 1.359, C6 1.403, H17 1.282, H18 1.027
6 C 1.593 -1.603 0.861  C5 1.403, C7 1.296, C11 1.597
7 C 2.021 -2.163 -0.227  C6 1.296, C8 1.633, H16 1.022
8 C 3.236 -1.521 -1.109  C7 1.633, C9 1.386, H15 1.101
9 C 3.902 -0.496 -0.457  C8 1.386, C10 1.411, Cl14 1.765
10 C 3.554 -0.040 0.832  C9 1.411, C11 1.414, H13 0.927
11 C 2.298 -0.289 1.434  C6 1.597, C10 1.414, H12 0.956
12 H 1.896 0.028 2.241  C11 0.956
13 H 4.093 0.614 1.208  C10 0.927
14 Cl 5.413 0.191 -1.058  C9 1.765
15 H 3.601 -1.962 -2.050  C8 1.101
16 H 1.503 -2.874 -0.748  C7 1.022
17 H 0.251 -1.753 2.459  C5 1.282
18 H 0.424 -3.195 1.637  C5 1.027
19 C -2.753 -0.603 0.010  C2 1.586, C20 1.476, C24 1.366
20 C -3.574 -1.814 -0.180  C19 1.476, C21 1.519, H40 0.975
21 C -4.741 -1.796 -1.152  C20 1.519, C22 1.455, H39 1.001
22 C -5.298 -0.461 -1.303  C21 1.455, C23 1.434, H38 0.920
23 C -4.511 0.712 -1.055  C22 1.434, C24 1.420, H37 1.065
24 C -3.404 0.584 -0.175  C19 1.366, C23 1.420, O25 1.459
25 O -2.755 1.888 -0.263  C24 1.459, C26 1.469
26 C -1.304 1.861 -0.032  O25 1.469, C27 1.235, C31 1.335
27 C -0.818 2.583 0.845  C26 1.235, C28 1.505, H36 1.316
28 C 0.569 3.163 0.786  C27 1.505, C29 1.348, H35 0.940
29 C 1.262 2.282 0.037  C28 1.348, C30 1.370, H34 1.135
30 C 0.818 1.353 -0.866  C29 1.370, C31 1.391, H33 1.076
31 C -0.566 1.259 -0.967  C26 1.335, C30 1.391, H32 1.237
32 H -1.048 0.417 -1.735  C31 1.237
33 H 1.441 0.898 -1.616  C30 1.076
34 H 2.381 2.381 -0.125  C29 1.135
35 H 0.930 3.657 1.499  C28 0.940
36 H -1.433 3.492 1.571  C27 1.316
37 H -4.837 1.575 -1.587  C23 1.065
38 H -6.084 -0.471 -1.780  C22 0.920
39 H -5.234 -2.652 -1.318  C21 1.001
40 H -3.300 -2.692 0.143  C20 0.975

Results
Net charge: 0
SMILES string: O=C(NCc1ccc(Cl)cc1)c1ccccc1Oc1ccccc1
HOMO level: -8.7 eV
Molar mass: 337.81 g/mol
Orbital gap: 8.91 eV

Density functional theory data (wB97M-V/def2-TZVPD) for C19H21BrN2O3S in the gas phase at a distorted geometry.

Bonds (Å) are listed after each position.
CARTESIAN COORDINATES (ANGSTROEM)
1 O -1.445 -2.026 3.208  C2 1.211
2 C -0.949 -1.240 2.431  O1 1.211, N3 1.367, C16 1.496
3 N 0.289 -0.679 2.574  C2 1.367, C4 1.395, H15 1.010
4 C 1.215 -0.847 3.604  N3 1.395, C5 1.391, C9 1.396
5 C 0.929 -1.567 4.760  C4 1.391, C6 1.383, H14 1.077
6 C 1.906 -1.678 5.732  C5 1.383, C7 1.384, Br13 1.903
7 C 3.156 -1.101 5.592  C6 1.384, C8 1.384, H12 1.078
8 C 3.428 -0.387 4.438  C7 1.384, C9 1.381, H11 1.079
9 C 2.470 -0.257 3.451  C4 1.396, C8 1.381, H10 1.081
10 H 2.691 0.304 2.554  C9 1.081
11 H 4.396 0.072 4.309  C8 1.079
12 H 3.898 -1.207 6.367  C7 1.078
13 Br 1.511 -2.658 7.315  C6 1.903
14 H -0.037 -2.026 4.888  C5 1.077
15 H 0.608 -0.082 1.823  N3 1.010
16 C -1.640 -0.820 1.172  C2 1.496, C17 1.392, C21 1.394
17 C -1.462 0.436 0.599  C16 1.392, C18 1.379, H47 1.081
18 C -2.111 0.745 -0.579  C17 1.379, C19 1.380, S25 1.799
19 C -2.955 -0.156 -1.195  C18 1.380, C20 1.387, H24 1.079
20 C -3.163 -1.397 -0.610  C19 1.387, C21 1.384, H23 1.079
21 C -2.507 -1.725 0.564  C16 1.394, C20 1.384, H22 1.080
22 H -2.656 -2.686 1.034  C21 1.080
23 H -3.834 -2.107 -1.069  C20 1.079
24 H -3.459 0.131 -2.105  C19 1.079
25 S -1.764 2.337 -1.341  C18 1.799, O26 1.434, O27 1.432, N28 1.649
26 O -1.184 3.174 -0.331  S25 1.434
27 O -2.941 2.767 -2.034  S25 1.432
28 N -0.602 1.994 -2.459  S25 1.649, C29 1.438, C36 1.440
29 C 0.776 1.959 -2.049  N28 1.438, C30 1.533, H45 1.093, H46 1.093
30 C 1.230 0.559 -1.619  C29 1.533, C31 1.527, H43 1.092, H44 1.093
31 C 1.306 -0.444 -2.766  C30 1.527, C32 1.529, H41 1.093, H42 1.092
32 C 0.006 -0.579 -3.562  C31 1.529, C33 1.530, H39 1.092, H40 1.093
33 C -0.243 0.606 -4.497  C32 1.530, H34 1.091, H35 1.091, C36 1.534
34 H -0.849 0.285 -5.346  C33 1.091
35 H 0.715 0.944 -4.894  C33 1.091
36 C -0.969 1.784 -3.836  N28 1.440, C33 1.534, H37 1.090, H38 1.099
37 H -2.046 1.622 -3.832  C36 1.090
38 H -0.775 2.697 -4.417  C36 1.099
39 H -0.837 -0.701 -2.879  C32 1.092
40 H 0.076 -1.486 -4.167  C32 1.093
41 H 1.566 -1.420 -2.348  C31 1.093
42 H 2.110 -0.157 -3.448  C31 1.092
43 H 0.530 0.186 -0.868  C30 1.092
44 H 2.215 0.642 -1.154  C30 1.093
45 H 0.864 2.646 -1.203  C29 1.093
46 H 1.404 2.329 -2.864  C29 1.093
47 H -0.865 1.211 1.057  C17 1.081

Results
Net charge: 0
SMILES string: O=C(Nc1cccc(Br)c1)c1cccc(S(=O)(=O)N2CCCCCC2)c1
HOMO level: -8.9 eV
Molar mass: 437.36 g/mol
Orbital gap: 8.90 eV

Density functional theory data (wB97M-V/def2-TZVPD) for a gas-phase ion, C5H13N2 (charge +1) at a distorted geometry.

Bonds (Å) are listed after each position.
CARTESIAN COORDINATES (ANGSTROEM)
1 C -1.520 -0.094 -0.816  C2 1.594, N7 1.629, H8 1.088, H9 0.983
2 C -0.362 0.377 -1.805  C1 1.594, C3 1.612, H10 1.172, H11 1.079
3 C 1.169 0.290 -1.310  C2 1.612, C6 1.555, H12 1.080, H13 1.165
4 N 0.568 -0.857 2.290  C5 1.416, H14 1.004, H15 1.044
5 C 0.977 -1.020 0.945  N4 1.416, C6 1.351, H16 1.074
6 C 1.208 0.105 0.233  C3 1.555, C5 1.351, H17 1.136
7 N -1.595 0.558 0.675  C1 1.629, H18 1.031, H19 0.967, H20 0.962
8 H -2.501 0.078 -1.252  C1 1.088
9 H -1.370 -1.052 -0.652  C1 0.983
10 H -0.447 1.520 -2.047  C2 1.172
11 H -0.329 -0.095 -2.774  C2 1.079
12 H 1.905 -0.385 -1.720  C3 1.080
13 H 1.633 1.298 -1.664  C3 1.165
14 H 0.924 -1.702 2.698  N4 1.004
15 H 1.097 -0.063 2.714  N4 1.044
16 H 1.466 -1.948 0.719  C5 1.074
17 H 1.792 0.902 0.793  C6 1.136
18 H -0.711 0.460 1.197  N7 1.031
19 H -2.200 0.136 1.300  N7 0.967
20 H -1.704 1.492 0.475  N7 0.962

Results
Net charge: +1
SMILES string: N/C=C/CCC[NH3+]
HOMO level: -12.3 eV
Molar mass: 101.17 g/mol
Orbital gap: 9.16 eV

Density functional theory data (wB97M-V/def2-TZVPD) for 2 unconnected molecules or ions with the total composition CH2O3S at a distorted geometry.

Bonds (Å) are listed after each position.
CARTESIAN COORDINATES (ANGSTROEM)
1 C -1.148 -0.463 0.803  O4 1.210, H6 1.078, H7 1.079
2 O 2.384 0.929 -0.383  S5 1.455
3 O 2.786 -1.541 -0.323  S5 1.459
4 O -1.257 -0.799 -0.354  C1 1.210
5 S 3.154 -0.199 0.118  O2 1.455, O3 1.459
6 H -1.398 -0.927 1.743  C1 1.078
7 H -0.554 0.429 0.927  C1 1.079

Results
2S+1: 3
Net charge: 0
HOMO level (spin up / spin down): -8.8 / -10.2 eV
Molar mass: 94.09 g/mol
Orbital gap (spin up / spin down): 9.44 / 5.60 eV
Expectation value of S²: 2.013

Density functional theory data (wB97M-V/def2-TZVPD) for C5H7Cl in the gas phase at a distorted geometry.

Bonds (Å) are listed after each position.
CARTESIAN COORDINATES (ANGSTROEM)
1 C -0.909 1.479 1.692  C3 1.321, H7 1.075, H8 1.078
2 C 1.589 -1.527 -1.048  C4 1.308, H9 1.079, H10 1.077
3 C -0.575 1.111 0.467  C1 1.321, C5 1.477, H11 1.081
4 C 0.763 -0.519 -1.167  C2 1.308, C5 1.789, H12 1.072
5 C -0.572 -0.292 0.002  C3 1.477, C4 1.789, Cl6 1.784, H13 1.083
6 Cl -2.044 -0.640 -0.944  C5 1.784
7 H -0.913 2.511 1.993  C1 1.075
8 H -1.203 0.761 2.441  C1 1.078
9 H 2.386 -1.682 -1.759  C2 1.079
10 H 1.514 -2.247 -0.251  C2 1.077
11 H -0.317 1.851 -0.277  C3 1.081
12 H 0.755 0.235 -1.929  C4 1.072
13 H -0.475 -1.040 0.779  C5 1.083

Results
Net charge: 0
SMILES string: C=CC(Cl)C=C
HOMO level: -10.0 eV
Molar mass: 102.56 g/mol
Orbital gap: 11.11 eV

no.,E (Eh)
1,-1686.255741
2,-1436.750301
3,-4044.070042
4,-307.459563
5,-663.036924
6,-654.832660